The following is a quantum chemistry calculation of a molecular structure, C22H19F7N3O6S2V, from the Open Molecules 2025 dataset.

Structure (XYZ):
```
60
Properties=species:S:1:pos:R:3:forces:R:3
V 0.214 0.026 0.628 -0.179 -0.437 2.509
O 1.844 -3.580 1.354 0.428 -0.303 0.353
C 1.164 -2.637 0.989 -0.483 0.744 -0.318
O 1.177 -1.431 1.539 0.129 -0.892 -0.673
C 0.182 -2.773 -0.137 0.057 -0.830 1.189
C -0.141 -4.004 -0.702 0.474 0.471 0.077
C -1.133 -4.097 -1.653 0.408 0.737 0.485
C -1.821 -2.894 -2.013 -0.434 0.482 -0.336
C -2.599 -2.689 -3.173 0.940 -0.060 0.510
C -3.249 -1.480 -3.354 -0.771 -0.255 -0.422
C -3.481 -0.639 -2.281 0.189 -0.004 0.020
C -2.694 -0.787 -1.158 0.667 0.476 0.343
C -1.670 -1.761 -1.153 0.040 -0.249 0.734
N -0.616 -1.687 -0.261 -0.888 0.901 -1.342
H 0.453 -4.846 -0.375 -0.007 -0.139 -0.035
H -1.397 -5.042 -2.045 -0.284 -0.755 -0.674
H -2.547 -3.439 -3.951 -0.055 0.038 -0.135
H -3.565 -1.150 -4.326 -0.580 -0.318 -0.367
H -4.246 0.122 -2.351 0.270 0.320 -0.022
H -2.724 -0.046 -0.352 0.088 -0.344 -0.236
F 2.045 3.349 -2.064 -1.839 -0.253 -1.176
C 0.817 3.264 -2.733 1.389 1.423 0.834
F 0.088 4.330 -2.325 0.439 -0.658 -0.300
F 1.113 3.465 -4.061 -0.690 -0.587 1.589
S -0.108 1.645 -2.352 -1.096 1.708 -1.018
O -0.023 1.375 -0.903 0.245 0.670 -2.440
O -1.440 2.004 -2.830 1.770 -0.751 0.476
N 0.746 0.820 -3.410 0.557 -2.031 2.451
S 1.721 -0.398 -2.749 0.953 -0.073 -4.182
O 2.172 -0.196 -1.402 -0.413 -0.327 -0.095
O 1.301 -1.671 -3.317 0.470 1.353 1.372
C 3.418 -0.047 -3.969 -2.258 -0.564 0.907
F 3.806 1.229 -3.894 0.056 -0.471 -0.227
F 4.444 -0.851 -3.638 -0.503 0.501 -0.095
F 3.048 -0.350 -5.245 0.511 0.471 0.950
F 4.026 4.120 3.392 0.423 0.740 0.560
C 3.364 3.149 2.742 -1.544 -1.612 -0.337
C 3.267 3.192 1.355 1.023 0.172 0.565
C 2.601 2.174 0.693 -0.586 0.421 -0.016
C 1.861 1.215 1.374 -0.307 -1.220 -0.922
C 2.091 1.079 2.732 0.432 1.332 1.251
C 2.747 2.098 3.459 0.663 0.056 -0.890
H 3.776 3.981 0.799 -0.027 -0.114 0.169
H 2.616 2.197 -0.392 -0.219 -0.032 0.284
H 1.767 0.220 3.325 -0.324 0.253 -0.476
H 2.791 2.013 4.540 0.290 0.233 -0.022
C -3.081 -0.321 2.430 -0.632 -0.028 -0.333
C -1.730 0.137 2.938 0.993 1.143 -0.884
C -1.832 1.450 3.723 0.028 0.477 0.662
C -1.031 -0.890 3.828 -0.270 -0.545 -0.013
N -0.945 0.447 1.749 0.787 -0.585 -0.594
H -3.767 -0.501 3.237 -0.378 -0.329 0.734
H -3.015 -1.228 1.820 0.189 0.107 0.104
H -3.589 0.442 1.817 0.518 -0.064 0.066
H -2.478 1.356 4.600 -0.306 -0.162 -0.016
H -2.199 2.294 3.120 0.135 -0.380 0.002
H -0.855 1.730 4.155 -0.152 -0.093 -0.515
H -1.716 -1.113 4.638 -0.242 -0.074 0.496
H -0.094 -0.530 4.286 -0.332 -0.077 -0.528
H -0.871 -1.846 3.311 0.239 0.390 -0.056
```
Positions in Å, forces in eV/Å.

## Properties
- 2S+1: 3
- Net charge: -2
- HOMO energy (alpha / beta): 0.32 / -2.46 eV
- Frontier orbital gap (alpha / beta): 4.4 / 7.2 eV
- Strongest force on any atom: 4.29 eV/Å
- DFT total energy: -3904.92612 a.u.
- Expectation value of S²: 2.062

***

The following is a quantum chemistry calculation of a molecular structure, C3H3N2O, from the Open Molecules 2025 dataset.

Structure (XYZ):
```
9
Properties=species:S:1:pos:R:3:forces:R:3
C -1.056 -1.525 0.007 -0.184 1.207 -0.040
C -0.171 1.379 0.006 -0.547 -0.294 0.033
C 0.815 -0.786 -0.011 0.184 -1.287 0.047
N -1.335 0.865 0.003 -1.409 2.590 0.049
N -1.403 -0.384 -0.003 1.626 -2.570 -0.025
O 0.865 0.547 -0.018 0.661 0.047 -0.078
H 0.033 2.443 0.023 0.021 -0.124 -0.025
H 1.114 -1.261 0.925 -0.151 0.182 -0.072
H 1.139 -1.278 -0.932 -0.201 0.250 0.111
```
Positions in Å, forces in eV/Å.

## Properties
- Net charge: +1
- HOMO energy: -16.55 eV
- Energy relative to the best compared isomer or geometry (same formula, charge and spin): 5.040 eV
- Frontier orbital gap: 9.4 eV
- Strongest force on any atom: 3.04 eV/Å
- DFT total energy: -300.38417 a.u.

***

What is the DFT total energy in the second record? -300.38417 a.u.

***

What is the formula in the second record? C3H3N2O

***

Among the records above, which one has the highest strongest force on any atom? C22H19F7N3O6S2V